{
  "formula": "C2H11N5O",
  "method": "ωB97M-V/def2-TZVPD",
  "energy_ha": -431.6780,
  "e_homo_ev": -8.6,
  "e_above_lowest_kj_mol": 148.99,
  "homo_lumo_gap_ev": 9.5844,
  "elements": ["C", "C", "N", "O", "N", "H", "H", "H", "H", "H", "H", "N", "N", "N", "H", "H", "H", "H", "H"],
  "coordinates": [[-1.91, 0.79, -1.15], [-1.44, -0.13, -0.07], [-1.06, 0.45, 1.11], [-0.87, -2.15, 0.77], [-1.43, -1.39, -0.32], [-1.07, -3.06, 0.51], [-0.55, 1.32, 1.02], [-0.70, -0.18, 1.81], [-1.11, 1.49, -1.41], [-2.77, 1.36, -0.81], [-2.18, 0.21, -2.03], [2.51, 0.10, 0.49], [2.06, -1.14, 0.30], [1.48, 1.35, -0.18], [2.02, 0.53, 1.30], [2.39, -1.55, -0.58], [1.07, -1.35, 0.47], [2.02, 2.21, -0.06], [1.53, 1.13, -1.17]]
}